# 1
{"formula": "C3H10N2O2", "method": "ωB97M-V/def2-TZVPD", "species": ["C", "N", "C", "O", "C", "N", "H", "H", "H", "H", "H", "H", "H", "H", "O", "H", "H"], "coordinates": [[-0.818, -2.403, 0.893], [0.175, -1.394, 1.160], [-0.147, -0.080, 1.196], [-1.282, 0.354, 1.158], [1.031, 0.919, 1.317], [2.059, 0.547, 2.293], [-1.193, -2.962, 1.738], [-1.701, -1.937, 0.457], [-0.458, -3.081, 0.123], [1.102, -1.705, 1.387], [0.530, 1.814, 1.665], [1.450, 0.961, 0.347], [2.673, -0.156, 1.906], [1.635, 0.213, 3.148], [-1.077, 1.779, -6.531], [-0.203, 1.974, -6.908], [-1.069, 2.519, -5.902]], "forces_ev_per_angstrom": [[-0.6, 0.0, -0.9], [-0.4, -0.3, 0.0], [0.4, 0.8, 0.5], [-0.2, -0.4, -0.3], [-1.0, -1.4, 1.7], [0.0, 0.1, -0.6], [0.3, -0.1, 0.5], [0.1, 0.3, 0.1], [0.2, -0.3, 0.1], [0.1, 0.3, -0.1], [0.2, 0.4, -0.4], [0.6, 0.7, -1.0], [0.1, -0.1, 0.3], [0.1, -0.1, 0.0], [1.0, 1.0, 0.3], [-0.3, -0.6, -0.4], [-0.7, -0.4, 0.1]], "nbo_charge": [-0.4254, -0.6256, 0.6531, -0.6231, -0.3060, -0.8218, 0.1948, 0.2348, 0.1963, 0.3911, 0.2176, 0.2067, 0.3474, 0.3602, -0.9221, 0.4604, 0.4617], "homo_ev": -9.152, "orbital_gap_ev": 9.907, "e_above_lowest_kj_mol": 114.2, "smiles": "CNC(=O)CN.O", "spin_multiplicity": 1, "lumo_ev": 0.8, "molar_mass_g_mol": 106.125, "e_tot_ev": -10348.3038}



# 2
{"formula": "C3H10N2O2", "method": "ωB97M-V/def2-TZVPD", "species": ["N", "C", "C", "N", "C", "O", "O", "H", "H", "H", "H", "H", "H", "H", "H", "H", "H"], "coordinates": [[-0.109, -1.324, -2.107], [-0.621, -0.178, -1.098], [0.456, -0.047, -0.086], [0.562, -1.103, 0.859], [-0.275, 1.278, 0.742], [0.829, 1.848, 1.405], [-1.225, 0.809, 1.631], [-0.161, -2.279, -1.768], [0.676, -1.038, -2.684], [-0.712, 0.699, -1.734], [-1.560, -0.543, -0.690], [1.404, 0.329, -0.485], [0.580, -2.025, 0.442], [1.339, -0.944, 1.491], [-0.773, 2.043, 0.132], [0.504, 2.532, 2.004], [-0.915, -0.057, 1.947]], "forces_ev_per_angstrom": [[-1.9, 1.7, 0.8], [2.3, -4.1, -3.1], [-2.3, 4.1, 1.6], [-0.2, -0.1, 0.3], [1.9, -1.6, 0.2], [0.1, 0.4, 0.3], [-0.2, 0.1, -0.1], [0.4, 0.5, -0.2], [-0.1, -0.5, 0.5], [-0.2, 0.0, 0.3], [0.0, 0.3, 0.0], [-0.2, -0.1, -0.1], [0.2, 0.1, 0.1], [0.0, -0.3, -0.2], [0.2, -0.4, -0.3], [0.0, 0.0, 0.0], [0.1, -0.1, -0.1]], "nbo_charge": [-0.9173, -0.2259, -0.0751, -0.8712, 0.3636, -0.7469, -0.7353, 0.3626, 0.3675, 0.2098, 0.2184, 0.1876, 0.3770, 0.3845, 0.1396, 0.4709, 0.4901], "homo_ev": -8.700, "orbital_gap_ev": 9.586, "e_above_lowest_kj_mol": 211.7, "smiles": "NC[C@H](N)C(O)O", "spin_multiplicity": 1, "lumo_ev": 0.9, "molar_mass_g_mol": 106.125, "e_tot_ev": -10347.2935}



# 3
{"formula": "C3H10N2O2", "method": "ωB97M-V/def2-TZVPD", "species": ["C", "C", "O", "N", "C", "N", "H", "H", "H", "H", "H", "H", "H", "H", "O", "H", "H"], "coordinates": [[-1.577, 0.979, -0.149], [-0.391, 0.206, 0.372], [0.482, 0.719, 1.052], [-0.232, -1.044, -0.177], [0.938, -1.853, 0.143], [0.972, -2.967, -0.746], [-2.431, 0.368, -0.439], [-1.926, 1.604, 0.674], [-1.269, 1.592, -0.987], [-0.582, -1.145, -1.116], [1.823, -1.214, 0.098], [0.878, -2.136, 1.199], [1.878, -3.211, -1.117], [0.585, -3.792, -0.311], [0.362, 4.220, 0.728], [-0.105, 4.377, -0.094], [0.593, 3.298, 0.870]], "forces_ev_per_angstrom": [[-0.6, -0.1, 0.8], [1.1, -0.2, -1.6], [-0.5, 0.0, 0.7], [-0.4, 0.4, 0.6], [0.2, 0.8, 0.5], [0.0, -0.7, -0.3], [0.2, -0.2, -0.1], [0.1, 0.3, -0.2], [0.1, 0.2, -0.1], [-0.2, -0.4, 0.1], [0.2, -0.2, -0.3], [-0.2, -0.1, -0.1], [0.1, 0.3, 0.1], [0.0, 0.0, -0.1], [0.2, 0.7, 0.6], [0.1, -0.6, -0.1], [-0.3, -0.2, -0.5]], "nbo_charge": [-0.7192, 0.6811, -0.6346, -0.6320, -0.0566, -0.8488, 0.2223, 0.2452, 0.2328, 0.3997, 0.1920, 0.1769, 0.3750, 0.3664, -0.9639, 0.4700, 0.4936], "homo_ev": -9.676, "orbital_gap_ev": 10.441, "e_above_lowest_kj_mol": 79.0, "smiles": "CC(=O)NCN.O", "spin_multiplicity": 1, "lumo_ev": 0.8, "molar_mass_g_mol": 106.125, "e_tot_ev": -10348.6695}



# 4
{"formula": "C3H10N2O2", "method": "ωB97M-V/def2-TZVPD", "species": ["N", "C", "C", "N", "H", "H", "H", "H", "H", "H", "H", "H", "O", "C", "O", "H", "H"], "coordinates": [[-1.275, 0.368, 0.166], [0.014, 0.696, 0.813], [0.987, 1.180, -0.248], [2.346, 1.262, 0.301], [-1.824, 1.207, -0.004], [-1.859, -0.085, 0.870], [0.412, -0.210, 1.273], [-0.136, 1.420, 1.620], [0.992, 0.463, -1.064], [0.635, 2.132, -0.670], [2.945, 1.658, -0.417], [2.365, 1.946, 1.049], [-1.117, -2.765, 0.541], [-1.175, -2.793, -0.663], [-0.812, -1.818, -1.478], [-1.592, -3.689, -1.141], [-0.904, -0.970, -0.948]], "forces_ev_per_angstrom": [[-0.6, -0.1, 0.7], [-0.2, -0.1, -0.2], [0.1, 0.2, 0.3], [-0.1, 0.3, -0.2], [0.4, 0.2, -0.4], [0.3, -0.4, -0.2], [-0.1, -0.1, -0.1], [0.2, 0.1, -0.1], [0.0, -0.2, -0.1], [-0.1, 0.0, 0.0], [0.1, -0.2, 0.1], [0.0, -0.1, 0.1], [0.0, 0.4, 0.1], [-0.2, -0.6, 0.5], [-0.4, 0.0, 0.0], [0.3, 0.1, -0.5], [0.2, 0.2, 0.0]], "nbo_charge": [-0.8460, -0.2321, -0.2254, -0.8202, 0.3649, 0.3797, 0.2174, 0.1708, 0.1960, 0.1573, 0.3552, 0.3458, -0.6149, 0.6500, -0.7151, 0.1044, 0.5122], "homo_ev": -9.701, "orbital_gap_ev": 10.613, "e_above_lowest_kj_mol": 94.2, "smiles": "NCCN.O=CO", "spin_multiplicity": 1, "lumo_ev": 0.9, "molar_mass_g_mol": 106.125, "e_tot_ev": -10348.5112}